1.
This record from the OMol25 dataset describes C24H23BF4N3O3PtS as an isolated structure in a non-equilibrium geometry. The level of theory is the ωB97M-V functional and the def2-TZVPD basis.

Last column: Löwdin charge in e.
Positions of all 60 atoms, in Å:
Pt -1.807 1.492 1.025  1.190
F 2.024 1.222 4.843  0.065
C 0.803 0.863 4.408  -0.272
C 0.310 1.414 3.244  -0.030
C -0.948 1.043 2.783  -0.259
C -1.719 0.132 3.551  -0.133
C -1.149 -0.412 4.698  -0.220
F -1.816 -1.349 5.414  0.050
C 0.104 -0.068 5.152  0.051
C -3.051 -0.230 3.062  -0.196
C -4.085 -0.756 3.838  0.001
C -5.281 -1.093 3.237  -0.057
C -5.438 -0.902 1.869  -0.055
C -4.393 -0.331 1.173  -0.111
N -3.245 0.006 1.748  -0.028
H 0.911 2.139 2.714  0.106
H 0.516 -0.509 6.047  0.126
H -3.956 -0.876 4.902  0.109
H -6.097 -1.488 3.828  0.105
H -6.354 -1.179 1.367  0.101
H -4.462 -0.137 0.108  0.119
C -4.963 3.177 -1.163  -0.002
C -3.870 2.652 -0.249  -0.748
O -3.865 2.962 0.960  -0.052
O -2.985 1.906 -0.773  -0.164
H -5.698 3.746 -0.601  0.072
H -5.443 2.340 -1.669  0.075
H -4.501 3.811 -1.919  0.081
F -0.424 3.460 -0.729  0.147
B -0.645 3.066 0.536  -0.780
F -0.066 3.919 1.404  0.133
C 3.314 -3.667 -2.398  -0.109
C 3.279 -3.442 -0.888  -0.248
C 2.957 -1.998 -0.515  -0.199
N 1.609 -1.663 -0.964  -0.029
C 0.973 -0.512 -0.576  -0.786
S -0.635 -0.698 -0.012  0.661
N 1.578 0.689 -0.639  0.110
C 2.729 1.139 -1.330  -0.462
O 3.415 2.031 -0.794  -0.023
C 2.993 0.617 -2.669  -0.179
C 4.308 0.678 -3.169  -0.049
C 4.606 0.221 -4.437  -0.117
C 3.600 -0.276 -5.265  -0.131
C 2.287 -0.286 -4.804  -0.113
C 1.982 0.145 -3.526  -0.046
H 3.476 -4.722 -2.629  0.063
H 4.115 -3.081 -2.853  0.072
H 2.381 -3.346 -2.858  0.064
H 4.248 -3.704 -0.458  0.103
H 2.529 -4.101 -0.436  0.103
H 3.671 -1.327 -0.993  0.109
H 3.050 -1.867 0.571  0.123
H 0.972 -2.444 -0.904  0.085
H 1.167 1.389 -0.039  0.094
H 5.080 1.079 -2.524  0.106
H 5.629 0.248 -4.795  0.090
H 3.836 -0.643 -6.256  0.082
H 1.494 -0.642 -5.451  0.093
H 0.951 0.164 -3.197  0.109

For the orbital gap (spin up / spin down), the calculation gives 4.00 / 7.47 eV. The calculation puts the total energy at -2260.3847 Eh. Its HOMO energy (spin up / spin down) is -1.70 / -5.58 eV. Its energy above the lowest of the compared OMol25 structures with the same formula, charge and spin is 0.5813 eV. As for the largest force on an atom: 1.1 eV Å⁻¹. The lowest unoccupied orbital energy (spin up / spin down) comes out at 0.084 / 0.070 hartree. Its charge is -1. As for the spin multiplicity: 3.



2.
This record from the OMol25 dataset describes C24H23BrN9O5RhS2 as an isolated structure. The level of theory is the ωB97M-V functional and the def2-TZVPD basis.

Last column: Löwdin charge in e.
Positions of all 65 atoms, in Å:
Rh 0.192 1.233 -0.091  0.977
O -1.611 0.328 0.602  -0.231
C -2.050 0.012 1.944  -0.190
C -1.317 0.911 2.903  -0.149
C -1.562 2.381 2.514  -0.126
C -0.274 3.117 2.354  -0.264
C 0.073 4.112 3.258  0.002
C 1.291 4.749 3.163  -0.033
C 2.158 4.349 2.163  -0.038
C 1.752 3.359 1.298  -0.111
N 0.559 2.748 1.362  0.020
H -2.258 0.897 0.140  0.027
H -1.849 -1.047 2.101  0.113
H -3.129 0.172 1.982  0.126
H -0.253 0.670 2.830  0.103
H -1.622 0.707 3.930  0.123
H -2.179 2.891 3.251  0.126
H -2.091 2.467 1.565  0.086
H -0.641 4.379 4.024  0.121
H 1.561 5.534 3.856  0.115
H 3.131 4.799 2.032  0.112
H 2.421 3.042 0.519  0.093
Br -4.864 -2.735 0.744  0.746
C -3.360 -3.702 0.120  -0.688
C -3.312 -4.119 -1.199  -0.114
C -2.188 -4.794 -1.653  -0.037
C -1.112 -5.001 -0.805  -0.277
C -1.196 -4.635 0.533  -0.019
C -2.325 -3.986 0.999  -0.119
N 0.049 -5.687 -1.321  0.081
N 1.172 -5.167 -1.234  0.083
C 1.286 -3.819 -0.734  -0.257
C 2.017 -3.595 0.404  -0.033
C 2.064 -2.338 1.020  0.006
C 1.387 -1.252 0.480  -0.362
O 1.364 -0.070 1.024  -0.177
C 0.711 -1.470 -0.768  -0.131
N 0.106 -0.381 -1.335  -0.033
C -0.468 -0.469 -2.510  -0.114
C -0.491 -1.681 -3.224  -0.021
C 0.059 -2.797 -2.668  0.004
C 0.674 -2.728 -1.395  -0.103
H -4.140 -3.919 -1.864  0.105
H -2.132 -5.139 -2.678  0.118
H -0.378 -4.845 1.208  0.120
H -2.399 -3.697 2.039  0.102
H 2.525 -4.436 0.862  0.119
H 2.623 -2.194 1.935  0.116
H -0.924 0.434 -2.898  0.055
H -0.956 -1.707 -4.199  0.113
H 0.050 -3.738 -3.204  0.118
O -2.093 5.069 -1.895  -0.381
S -1.316 4.502 -0.825  0.152
O 0.102 4.855 -0.828  -0.428
O -1.916 4.558 0.492  -0.382
S -1.310 2.431 -1.400  0.455
N 4.684 1.053 -2.736  0.144
N 3.478 1.581 -2.311  -0.272
N 3.044 2.753 -2.721  0.160
C 1.931 2.895 -2.015  -0.149
N 1.754 1.827 -1.221  -0.135
N 2.760 0.993 -1.418  0.139
H 4.909 1.520 -3.608  0.103
H 4.553 0.059 -2.887  0.105
H 1.278 3.761 -2.003  0.088

For the orbital gap, the calculation gives 7.19 eV. The calculation puts the total energy at -5278.2806 Eh. Its HOMO energy is -7.83 eV. Its energy above the lowest of the compared OMol25 structures with the same formula, charge and spin is 0.0000 eV. As for the largest force on an atom: 0.1 eV Å⁻¹. The lowest unoccupied orbital energy comes out at -0.023 hartree. As for the spin multiplicity: 1.



3.
This record from the OMol25 dataset describes C24H23ClCoF4N2O2PS2 as an isolated structure. The level of theory is the ωB97M-V functional and the def2-TZVPD basis.

Last column: Löwdin charge in e.
Positions of all 60 atoms, in Å:
Co 0.457 -0.591 -1.318  0.447
C -1.993 -1.028 -2.951  -0.069
N -1.490 -0.207 -1.840  -0.311
C -2.295 -0.475 -0.642  -0.051
C -1.549 1.222 -2.203  -0.178
C -0.531 2.011 -1.408  -0.205
N 0.723 1.295 -1.561  -0.058
C 1.911 1.934 -1.443  -0.184
C 3.098 1.223 -1.743  -0.192
F 2.986 -0.044 -2.188  0.044
C 4.352 1.769 -1.650  -0.224
F 5.415 1.004 -1.958  0.079
C 4.556 3.086 -1.268  0.041
C 3.419 3.815 -1.008  -0.233
F 3.531 5.111 -0.641  0.064
C 2.147 3.282 -1.098  -0.152
F 1.122 4.129 -0.823  0.045
H -3.011 -0.719 -3.218  0.094
H -2.005 -2.072 -2.649  0.083
H -1.338 -0.917 -3.812  0.094
H -3.354 -0.262 -0.837  0.097
H -1.950 0.151 0.178  0.070
H -2.178 -1.520 -0.361  0.083
H -2.570 1.603 -2.067  0.125
H -1.287 1.297 -3.259  0.123
H -0.831 2.103 -0.354  0.099
H -0.502 3.019 -1.822  0.117
H 5.543 3.511 -1.181  0.123
Cl -0.870 -5.267 -1.806  0.539
C 0.487 -4.492 -2.677  -0.474
C 0.547 -2.976 -2.522  -0.731
O 1.044 -2.332 -3.445  0.022
O 0.090 -2.489 -1.439  -0.199
H 0.390 -4.740 -3.728  0.070
H 1.408 -4.917 -2.284  0.081
S 2.298 -0.591 3.831  0.138
P 1.060 -0.620 2.306  0.029
S 1.933 -0.992 0.519  0.412
C -0.287 -1.817 2.610  -0.384
C -0.917 -1.817 3.856  -0.124
C -1.936 -2.714 4.123  -0.095
C -2.323 -3.636 3.155  -0.099
C -1.683 -3.656 1.927  -0.083
C -0.666 -2.747 1.652  -0.104
C 0.210 0.998 2.206  -0.374
C 1.017 2.112 1.972  -0.111
C 0.474 3.385 1.965  -0.089
C -0.888 3.564 2.183  -0.097
C -1.698 2.463 2.407  -0.099
C -1.151 1.183 2.423  -0.113
H -0.584 -1.119 4.616  0.092
H -2.422 -2.706 5.091  0.096
H -3.114 -4.346 3.368  0.094
H -1.961 -4.382 1.172  0.088
H -0.164 -2.775 0.692  0.049
H 2.079 1.969 1.806  0.104
H 1.111 4.240 1.779  0.104
H -1.312 4.560 2.172  0.098
H -2.760 2.594 2.578  0.097
H -1.792 0.332 2.616  0.094

For the orbital gap (spin up / spin down), the calculation gives 7.39 / 7.37 eV. The calculation puts the total energy at -4568.6744 Eh. Its HOMO energy (spin up / spin down) is -4.77 / -4.74 eV. Its energy above the lowest of the compared OMol25 structures with the same formula, charge and spin is 0.0000 eV. As for the largest force on an atom: 0.2 eV Å⁻¹. The lowest unoccupied orbital energy (spin up / spin down) comes out at 0.096 / 0.097 hartree. Its charge is -1. As for the spin multiplicity: 2.



4.
This record from the OMol25 dataset describes C24H23ClLuN2OP as an isolated structure in a non-equilibrium geometry. The level of theory is the ωB97M-V functional and the def2-TZVPD basis.

Last column: Löwdin charge in e.
Positions of all 53 atoms, in Å:
Lu -1.295 -0.695 0.643  1.203
Cl -1.519 1.205 2.201  -0.044
P 0.018 1.163 -0.832  0.984
C -1.486 0.425 -1.635  -0.489
C -1.316 -0.533 -2.654  -0.080
C -2.419 -1.263 -3.086  -0.030
C -3.661 -1.106 -2.470  -0.034
C -3.832 -0.241 -1.392  -0.053
C -2.765 0.573 -0.992  -0.241
C -0.262 2.917 -1.082  -0.382
C 0.534 3.827 -0.361  -0.079
C 0.271 5.193 -0.439  -0.049
C -0.790 5.666 -1.229  -0.038
C -1.578 4.756 -1.947  -0.050
C -1.300 3.390 -1.896  -0.086
C 1.531 0.796 -1.767  -0.385
C 2.491 -0.032 -1.145  -0.114
C 3.701 -0.317 -1.774  -0.058
C 3.940 0.146 -3.072  -0.037
C 2.989 0.951 -3.697  -0.042
C 1.793 1.288 -3.051  -0.069
H 1.332 3.443 0.276  0.113
H 0.898 5.905 0.104  0.120
H -1.001 6.742 -1.285  0.125
H -2.408 5.116 -2.558  0.119
H -1.914 2.691 -2.461  0.103
H -0.336 -0.663 -3.112  0.120
H -2.306 -1.955 -3.923  0.133
H -4.512 -1.670 -2.853  0.131
H -4.819 -0.124 -0.937  0.134
H -2.929 1.368 -0.254  0.096
H 2.238 -0.461 -0.170  0.075
H 4.449 -0.909 -1.251  0.117
H 4.865 -0.120 -3.572  0.122
H 3.164 1.317 -4.707  0.121
H 1.053 1.911 -3.555  0.120
H -0.721 -2.321 -0.419  0.105
H 0.028 -2.017 -0.250  0.111
N 1.602 -4.258 6.182  0.194
C 0.631 -4.473 5.245  -0.468
O 0.019 -5.531 5.156  0.104
C 0.429 -3.356 4.288  -0.078
C 1.331 -2.312 4.067  0.047
C 1.049 -1.349 3.108  -0.046
N -0.001 -1.487 2.236  -0.175
C -0.951 -2.447 2.536  -0.170
C -0.715 -3.400 3.504  0.042
H 1.910 -5.042 6.735  0.133
H 1.984 -3.348 6.390  0.106
H 2.277 -2.243 4.593  0.131
H 1.652 -0.449 3.009  0.136
H -1.917 -2.454 1.951  0.106
H -1.421 -4.211 3.605  0.142

For the orbital gap, the calculation gives 6.81 eV. The calculation puts the total energy at -3149.6638 Eh. Its HOMO energy is -14.35 eV. Its energy above the lowest of the compared OMol25 structures with the same formula, charge and spin is 0.8061 eV. As for the largest force on an atom: 4.3 eV Å⁻¹. The lowest unoccupied orbital energy comes out at -0.277 hartree. Its charge is +2. As for the spin multiplicity: 1.